1.
Molecular formula: H2N3O4S
Method: DFT, the ωB97M-V functional and the def2-TZVPD basis

Last column: Mulliken charge in e.
CARTESIAN COORDINATES (ANGSTROEM)
N -2.89 1.24 0.40  -0.5525
N 0.90 0.11 -0.72  -0.4514
N -2.88 0.46 1.33  1.0961
O -2.10 -0.41 1.71  -0.6747
O -3.99 0.80 1.95  -0.6394
O 0.08 2.06 -2.10  -0.5127
O -0.75 -0.17 -2.87  -0.5321
S -0.45 0.77 -1.74  0.8065
H 1.47 0.75 -0.15  0.2317
H 0.89 -0.89 -0.48  0.2284

As for the total charge: -1. The value obtained for the HOMO energy (alpha / beta) is -4.02 / -5.05 eV.



2.
Molecular formula: C44H54F12N10O12S4
Method: DFT, the ωB97M-V functional and the def2-TZVPD basis

Last column: Mulliken charge in e.
CARTESIAN COORDINATES (ANGSTROEM)
N 0.63 0.23 0.00  0.4990
O -0.47 -0.23 0.36  0.1166
O 1.13 -0.13 -1.09  -0.8647
O 1.19 1.16 0.62  -0.5519
C -3.99 1.16 1.12  -0.7362
C -3.10 1.22 2.35  0.3475
C -2.56 -0.11 2.90  -0.4110
O -3.64 -0.97 3.23  -0.1137
C -3.59 -1.38 4.58  -0.7689
N -1.76 1.99 1.98  0.7517
H -1.79 2.79 1.32  -0.2827
H -1.31 2.27 2.85  0.5592
H -1.04 1.35 1.62  -0.4641
H -4.15 2.15 0.67  0.4847
H -4.92 0.71 1.44  0.5301
H -3.48 0.67 0.29  -0.4094
H -3.35 2.00 3.07  0.5984
H -1.85 0.05 3.71  0.5845
H -2.03 -0.56 2.06  -0.2818
H -2.65 -1.90 4.79  0.2760
H -4.42 -2.06 4.75  0.2629
H -3.79 -0.62 5.35  0.2949
C -5.65 -4.96 2.35  -0.8165
N -5.20 -4.26 1.09  0.0635
C -4.77 -5.02 0.10  -0.4474
C -4.21 -4.43 -1.04  -0.7038
C -3.88 -3.08 -1.05  0.6221
C -4.20 -2.36 0.10  -0.1529
C -4.96 -2.93 1.09  -0.2454
C -3.09 -2.54 -2.19  0.3182
C -1.97 -1.82 -1.92  0.5586
C -1.22 -1.32 -2.99  -0.9872
N -1.51 -1.62 -4.26  0.1997
C -2.63 -2.34 -4.55  -0.5540
C -3.44 -2.73 -3.52  -0.4775
C -0.63 -1.02 -5.29  -1.0080
H -4.72 -5.35 2.76  0.3311
H -6.24 -5.82 2.06  0.3712
H -6.15 -4.21 2.96  0.3237
H -4.66 -6.08 0.27  0.4503
H -3.87 -5.06 -1.85  0.5239
H -3.84 -1.34 0.15  0.1412
H -5.22 -2.43 2.02  0.4380
H -1.68 -1.55 -0.91  0.0780
H -0.27 -0.84 -2.74  0.4835
H -2.87 -2.44 -5.60  0.4698
H -4.35 -3.24 -3.79  0.6215
H -0.58 -1.65 -6.17  0.3652
H 0.36 -0.81 -4.90  0.3217
H -1.14 -0.10 -5.57  0.4040
C 6.40 2.37 2.41  -0.9051
N 5.73 1.18 1.84  0.1382
C 6.40 0.28 1.12  -0.3668
C 5.81 -0.89 0.70  -0.7063
C 4.54 -1.20 1.19  0.4237
C 3.78 -0.16 1.73  -0.5262
C 4.38 1.06 1.96  -0.4800
C 3.94 -2.56 1.07  0.6644
C 2.67 -2.68 0.47  -0.2576
C 2.04 -3.90 0.46  -2.5987
N 2.60 -4.98 1.03  0.4315
C 3.86 -4.93 1.50  -0.4855
C 4.50 -3.70 1.60  -0.7356
C 1.93 -6.29 0.98  -0.3914
H 6.75 3.07 1.66  0.3657
H 7.30 2.07 2.95  0.3990
H 5.72 2.86 3.11  0.3176
H 7.45 0.49 0.97  0.5095
H 6.33 -1.66 0.14  0.5855
H 2.74 -0.41 1.89  0.5998
H 3.85 1.87 2.45  0.4023
H 2.23 -1.79 0.05  1.1551
H 1.12 -4.08 -0.08  1.7681
H 4.39 -5.77 1.92  0.4446
H 5.40 -3.58 2.20  0.5736
H 0.84 -6.20 0.98  -0.2142
H 2.30 -6.83 1.85  0.7074
H 2.20 -6.72 0.01  0.1991
C 4.68 4.31 -6.98  -0.8960
N 4.19 4.49 -5.58  0.0401
C 3.66 3.41 -4.98  -0.3517
C 3.07 3.50 -3.74  -0.9416
C 3.07 4.75 -3.08  0.4950
C 3.62 5.84 -3.75  -0.6758
C 4.15 5.70 -5.02  -0.3159
C 2.34 4.91 -1.82  1.1134
C 2.35 3.97 -0.77  -0.5286
C 1.76 4.26 0.45  -0.7334
N 1.18 5.47 0.64  0.2754
C 1.16 6.38 -0.34  -0.4984
C 1.66 6.09 -1.58  -0.8957
C 0.39 5.67 1.89  -1.0104
H 4.86 3.30 -7.31  0.3169
H 5.60 4.87 -7.14  0.3474
H 3.96 4.82 -7.62  0.4041
H 3.70 2.47 -5.52  0.3846
H 2.68 2.61 -3.27  0.6543
H 3.53 6.86 -3.40  0.5956
H 4.57 6.50 -5.61  0.4819
H 2.84 3.01 -0.89  0.5115
H 1.47 3.56 1.21  0.7676
H 0.59 7.28 -0.14  0.6124
H 1.57 6.80 -2.39  0.6696
H -0.19 6.58 1.73  0.4417
H 1.09 5.76 2.72  0.4253
H -0.36 4.89 1.92  0.1480
C -0.04 -2.99 2.93  0.2327
F 1.28 -3.25 2.81  -0.2183
F -0.28 -3.40 4.17  -0.2242
F -0.26 -1.69 2.80  -0.0609
S -0.91 -4.08 1.65  1.0535
O -2.28 -4.11 2.09  -0.3856
O -0.73 -3.54 0.34  -0.8270
N -0.06 -5.48 1.76  -0.1844
S -1.07 -6.57 2.14  1.1043
O -1.46 -6.60 3.52  -0.6694
O -2.12 -6.72 1.14  -0.6116
C -0.01 -8.13 1.94  0.3524
F -0.68 -9.16 2.40  -0.1700
F 0.32 -8.29 0.64  -0.2018
F 1.16 -7.98 2.56  -0.2258
C -3.47 5.93 2.00  0.6097
F -4.09 4.81 2.30  -0.2077
F -4.17 6.97 2.29  -0.1709
F -2.36 5.97 2.77  -0.2547
S -2.96 5.90 0.18  0.7717
O -4.03 6.45 -0.59  -0.5478
O -1.74 6.69 0.03  -0.5677
N -2.57 4.25 -0.09  -0.3016
S -2.66 4.04 -1.67  1.0634
O -3.99 3.69 -2.04  -0.7082
O -2.01 5.05 -2.49  -0.6396
C -1.58 2.47 -1.95  0.2898
F -1.23 2.44 -3.21  -0.2320
F -0.51 2.47 -1.16  0.0958
F -2.31 1.39 -1.63  -0.1322

As for the total charge: +4. The value obtained for the HOMO energy is -16.47 eV.



3.
Molecular formula: C23H68F6N11O25S2
Method: DFT, the ωB97M-V functional and the def2-TZVPD basis

Last column: Mulliken charge in e.
CARTESIAN COORDINATES (ANGSTROEM)
C -0.43 -0.22 1.95  -0.1437
F 0.01 0.81 2.69  -0.0595
F 0.43 -1.23 2.11  0.0600
F -1.63 -0.51 2.36  -0.0877
S -0.46 0.28 0.04  0.7326
O -1.81 0.74 -0.25  -0.9149
O 0.60 1.24 -0.10  0.4902
N -0.26 -1.27 -0.66  0.0412
S -0.79 -1.13 -2.12  0.1291
O -2.22 -1.26 -2.18  -0.5250
O -0.24 -0.01 -2.87  -0.4023
C -0.15 -2.71 -3.05  0.5437
F -0.46 -3.83 -2.39  -0.2427
F -0.72 -2.81 -4.23  -0.1717
F 1.18 -2.68 -3.17  -0.2301
C -1.65 -4.36 0.71  0.4405
O -2.14 -5.42 1.11  -0.7511
N -0.32 -4.10 0.87  0.1004
N -2.35 -3.34 0.20  -0.1294
H 0.01 -3.23 0.51  0.0078
H 0.36 -4.73 1.25  0.1698
H -1.92 -2.58 -0.34  0.0208
H -3.35 -3.30 0.25  0.1546
C 3.04 1.72 -4.00  0.5817
O 2.21 1.97 -4.87  -0.6787
N 4.38 1.86 -4.23  -0.4157
N 2.67 0.98 -2.92  -0.0397
H 4.58 2.31 -5.10  0.2499
H 5.15 1.69 -3.61  0.1409
H 1.67 0.87 -2.83  0.0786
H 3.27 1.00 -2.11  0.0618
C 3.76 -5.41 -3.96  0.5105
O 4.05 -6.19 -4.88  -0.7141
N 2.69 -5.70 -3.18  -0.2225
N 4.45 -4.30 -3.63  -0.3799
H 2.41 -5.08 -2.43  0.2459
H 2.06 -6.47 -3.35  0.1921
H 3.99 -3.73 -2.94  0.2815
H 5.45 -4.37 -3.65  0.2309
C 3.28 -3.03 -0.23  0.4659
O 2.84 -3.95 -0.93  -0.7692
N 4.48 -3.08 0.44  -0.4026
N 2.51 -1.97 0.10  0.8598
H 5.13 -3.73 0.04  0.2448
H 4.59 -2.68 1.35  0.1637
H 1.63 -1.91 -0.41  -0.7028
H 2.92 -1.27 0.67  -0.0426
C -1.24 -0.44 -6.47  0.6295
O -2.13 -0.72 -5.67  -0.5846
N -1.33 -0.80 -7.76  -0.4494
N -0.02 0.06 -6.10  -0.1716
H -2.16 -1.29 -8.05  0.2256
H -0.71 -0.54 -8.50  0.1404
H 0.77 0.07 -6.72  0.1794
H 0.27 0.11 -5.14  0.0124
C -2.65 2.51 3.45  0.3254
C -3.14 3.94 3.56  -0.5043
O -4.34 4.01 4.31  -0.4787
O -2.08 1.99 4.63  -0.4104
H -1.75 2.42 2.82  -0.4695
H -3.38 1.81 3.04  0.7465
H -3.25 4.51 2.63  0.2425
H -2.34 4.55 4.01  0.0922
H -4.83 4.82 4.19  0.2739
H -1.20 2.32 4.82  0.1582
C -2.70 -5.06 -6.41  -0.4901
C -1.38 -4.60 -6.95  0.4311
O -0.62 -5.44 -7.82  -0.6124
O -3.55 -5.52 -7.46  -0.5492
H -3.11 -4.30 -5.75  0.2887
H -2.56 -5.90 -5.71  0.3043
H -0.72 -4.47 -6.08  0.0571
H -1.42 -3.58 -7.36  -0.0647
H 0.14 -4.91 -8.07  0.3360
H -3.36 -6.45 -7.59  0.3248
C -2.76 4.45 -0.61  -0.0388
C -3.81 3.64 -1.35  -0.4164
O -4.03 2.36 -0.81  -0.5275
O -1.44 4.04 -0.96  -0.3705
H -2.93 4.10 0.42  -0.2312
H -2.97 5.52 -0.56  0.3806
H -3.61 3.48 -2.41  0.2338
H -4.77 4.14 -1.19  0.3373
H -3.20 1.86 -0.71  0.6134
H -1.01 3.98 -0.10  0.1764
C 0.96 4.19 3.35  0.9247
C 1.35 4.23 4.83  -0.9111
O 0.37 3.57 5.64  -0.4861
O -0.13 5.11 3.16  -0.4907
H 0.65 3.21 2.98  -0.6492
H 1.79 4.52 2.72  0.4042
H 1.46 5.26 5.19  0.3717
H 2.35 3.83 4.99  0.3255
H -0.14 4.22 6.13  0.2870
H 0.28 5.90 2.80  0.2679
C 3.37 1.05 1.79  1.3259
C 4.57 1.88 1.41  -0.6082
O 5.19 2.52 2.51  -0.5620
O 3.69 -0.16 2.46  -0.5611
H 2.84 0.70 0.90  -0.6621
H 2.74 1.69 2.41  -0.2043
H 4.38 2.59 0.60  0.0896
H 5.30 1.18 0.97  0.3534
H 5.87 3.12 2.21  0.3262
H 3.98 0.11 3.34  0.3379
C -5.15 1.56 6.32  -0.4556
C -4.89 0.07 5.83  -0.2067
O -4.65 0.03 4.44  -0.4589
O -6.16 1.70 7.35  -0.5823
H -5.75 2.05 5.54  0.2901
H -4.30 2.25 6.34  0.2989
H -5.89 -0.37 5.83  0.3796
H -4.15 -0.37 6.49  0.1720
H -3.71 0.17 4.26  0.1969
H -6.95 1.34 6.95  0.3371
C 0.56 -3.67 4.80  0.3540
C -0.36 -2.60 5.28  -0.1029
O 0.21 -2.09 6.52  -0.5972
O 0.42 -4.82 5.64  -0.5588
H 1.60 -3.33 4.78  0.2134
H 0.22 -3.98 3.80  -0.1346
H -1.27 -3.04 5.70  0.3586
H -0.56 -1.77 4.61  -0.1850
H 0.12 -2.79 7.18  0.3322
H 0.71 -5.58 5.13  0.3130
C 2.58 4.40 -0.87  0.1251
C 2.14 4.99 -2.23  -0.8345
O 0.94 4.50 -2.80  -0.4205
O 1.48 4.19 -0.01  -0.1080
H 3.25 5.06 -0.32  0.3925
H 3.07 3.44 -1.04  -0.2823
H 3.04 4.93 -2.84  0.3670
H 1.85 6.03 -2.02  0.4214
H 0.26 4.87 -2.21  0.2440
H 0.92 3.52 -0.41  -0.0604

As for the total charge: -1. The value obtained for the HOMO energy is -7.26 eV.



4.
Molecular formula: C5H11N
Method: DFT, the ωB97M-V functional and the def2-TZVPD basis

Last column: Mulliken charge in e.
CARTESIAN COORDINATES (ANGSTROEM)
C 2.20 -1.73 0.11  -1.3673
C 1.04 -0.88 0.62  -0.2747
C 0.03 -0.39 -0.38  -0.3047
C -0.84 0.60 -0.16  0.5321
C -1.81 1.05 -1.23  -1.2857
N -0.74 1.41 0.96  -0.4212
H 1.91 -2.54 -0.57  0.3369
H 2.76 -2.09 0.96  0.3670
H 2.89 -1.15 -0.51  0.3266
H 0.47 -1.50 1.33  0.2545
H 1.45 -0.15 1.31  0.2698
H 0.02 -0.95 -1.31  0.2186
H -1.35 1.80 -1.87  0.2827
H -2.79 1.33 -0.84  0.4185
H -1.91 0.18 -1.88  0.2895
H -1.43 2.14 1.13  0.2010
H -0.22 1.07 1.75  0.1564

Its SMILES is CC/C=C(/C)N. The value obtained for the HOMO energy is -7.58 eV.



What energy relative to the best compared isomer or geometry (same formula, charge and spin) values result from the calculations? In sequence: 380.1; 95.4; 298.5; 53.8 kJ/mol.